Entry 1:
Below is the molecule C4H5ClF2O, with properties calculated with ωB97M-V/def2-TZVPD.

- Spin multiplicity: 1
- E_HOMO (alpha / beta): -0.3243 / -0.3065 Eh
- Charge: 0
- Kohn-Sham gap (alpha / beta): 8.554 / 8.414 eV

Last column: Löwdin charge in e.
CARTESIAN COORDINATES (ANGSTROEM)
Cl -0.01047 0.25502 2.43391  0.7277
F 1.28065 2.70675 0.99520  0.0641
F 1.46844 1.97391 -1.03330  0.0711
O -0.06638 -1.89983 -0.30334  -0.0551
C 0.69946 -0.75260 -0.01024  -0.3029
C -0.64943 1.47081 0.08418  -0.1661
C 0.58689 2.37909 -0.10549  -0.2609
C -0.12403 0.25811 0.73383  -0.6456
H 1.60125 -1.02234 0.55820  0.1193
H -1.37524 2.00075 0.69842  0.1137
H -0.36478 -2.29468 0.52374  0.0870
H 1.00624 -0.36078 -0.98381  0.1196
H -1.05188 1.25958 -0.90355  0.1281

Force components x, y, z for each atom (eV/Å):
-0.0003 -0.0413 0.2370
-0.3891 -0.0727 -0.2371
-0.2394 0.0564 0.0656
-0.2768 -0.5978 -0.1268
0.0496 0.2226 0.1816
0.5502 0.2902 0.1735
0.1311 -0.1005 0.1313
0.3224 0.0184 -0.3974
-0.1163 0.1346 -0.0670
-0.0015 -0.0308 -0.1023
0.0254 0.0199 -0.0368
-0.0223 0.0544 0.2004
-0.0330 0.0468 -0.0218


Entry 2:
Below is the molecule C4H5ClN2 at a distorted geometry, with properties calculated with ωB97M-V/def2-TZVPD.

- Spin multiplicity: 1
- E_HOMO: -0.2916 Eh
- Charge: 0
- Kohn-Sham gap: 8.691 eV

Last column: Löwdin charge in e.
CARTESIAN COORDINATES (ANGSTROEM)
Cl 0.80411 -1.82186 2.90375  0.5885
N -0.06225 1.31451 0.78171  -0.0728
N -0.04920 -1.86041 -1.18084  0.0669
C 0.46954 0.63161 1.86732  -0.2985
C -0.16667 0.61924 -0.44808  -0.1763
C 0.69947 -0.68583 1.68169  -0.6174
C -0.13553 -0.67857 -0.46598  -0.1028
H 0.40640 2.32584 0.80928  0.1836
H 0.92065 -2.08265 -1.35022  0.0951
H -0.56756 1.25354 -1.34598  0.1532
H -0.40397 -2.63712 -0.69255  0.0692
H 0.63894 1.22157 2.77796  0.1113

Force components x, y, z for each atom (eV/Å):
0.3115 -0.8677 0.6056
2.0228 3.6080 -0.1126
0.5537 2.0792 -0.2978
0.1293 -1.8274 0.0323
-1.4884 2.5121 -1.3610
-1.7686 1.9590 -2.9556
1.9343 -2.4969 3.3733
-1.7449 -2.7611 -0.9667
0.2210 0.1619 -0.3854
1.0072 -1.1947 1.7358
-0.9881 -0.8402 0.7189
-0.1897 -0.3323 -0.3868


Entry 3:
Below is the molecule C4H5ClN2 at a distorted geometry, with properties calculated with ωB97M-V/def2-TZVPD.

- Spin multiplicity: 1
- E_HOMO: -0.3388 Eh
- Charge: 0
- SMILES string: Cn1nccc1Cl
- Kohn-Sham gap: 9.715 eV

Last column: Löwdin charge in e.
CARTESIAN COORDINATES (ANGSTROEM)
Cl 1.23876 -1.60584 0.03864  0.5565
N -0.82271 0.13388 -0.02316  -0.3534
N -1.32292 1.34641 0.09435  0.0929
C -0.12545 2.06721 0.02124  -0.1796
C 0.46962 0.09528 -0.28161  -0.5623
C -1.64394 -0.91455 0.31024  -0.1105
C 0.92040 1.33779 -0.37444  -0.1460
H -2.78805 -0.63656 0.11228  0.1347
H -1.25625 -1.02627 1.48504  0.1547
H -1.37504 -1.78266 -0.39136  0.0804
H -0.30604 3.15217 0.51846  0.1511
H 1.96217 1.71614 -0.93215  0.1814

Force components x, y, z for each atom (eV/Å):
-0.5914 2.7250 -1.0238
-0.9058 0.5460 -1.4867
3.7123 1.6178 0.9028
-5.8112 5.2281 1.8089
0.2913 -5.5466 0.4043
-1.6739 -2.8729 1.6730
6.6902 2.3337 -2.2467
2.7410 -0.4899 0.9442
-2.0814 -0.9007 -2.7777
-0.5692 0.8379 1.6488
1.1025 -2.3382 -2.2228
-2.9045 -1.1403 2.3757


Entry 4:
Below is the molecule C4H5ClN2O at a distorted geometry, with properties calculated with ωB97M-V/def2-TZVPD.

- Spin multiplicity: 1
- E_HOMO: -0.3200 Eh
- Charge: 0
- SMILES string: C=NN/C=C(\Cl)C=O
- Kohn-Sham gap: 8.635 eV

Last column: Löwdin charge in e.
CARTESIAN COORDINATES (ANGSTROEM)
Cl -2.03783 -1.95634 -0.03496  0.6891
O -2.24524 1.89927 -0.01164  0.0741
N 0.79240 -0.96314 -0.00363  -0.0632
N 2.12096 -0.81862 0.08536  -0.0322
C 2.64426 0.33742 -0.08682  -0.0332
C -1.51823 -0.30949 -0.08115  -0.6298
C -2.50246 0.75662 0.04806  -0.3395
C -0.22257 -0.05009 -0.02635  -0.1308
H 0.10096 0.95924 0.07260  0.1172
H -3.52786 0.50354 0.12321  0.1006
H 2.14503 1.27550 -0.20775  0.0576
H 0.52875 -1.96514 0.13282  0.1294
H 3.72183 0.33124 -0.00976  0.0607

Force components x, y, z for each atom (eV/Å):
-0.3434 -0.2451 -0.1212
1.3006 3.5518 0.0076
-1.9668 -2.5364 0.3748
0.7800 1.4530 -0.4566
0.6233 -1.2466 0.6284
-0.4828 -0.6198 0.4356
-0.1406 -2.0726 -0.5416
2.0203 -0.0317 0.1472
-0.0961 0.7681 -0.1422
-1.4724 -1.0986 0.2963
-0.4694 0.3894 -0.2763
0.1828 1.4809 -0.3160
0.0645 0.2077 -0.0359


Entry 5:
Below is the molecule C4H5ClO at a distorted geometry, with properties calculated with ωB97M-V/def2-TZVPD.

- Spin multiplicity: 1
- E_HOMO: -0.3047 Eh
- Charge: 0
- SMILES string: C[C@@H](Cl)C1=CO1
- Kohn-Sham gap: 8.693 eV

Last column: Löwdin charge in e.
CARTESIAN COORDINATES (ANGSTROEM)
Cl -1.01547 -2.10376 0.15669  0.5665
O -1.65196 1.55390 -0.53957  -0.0140
C -0.15601 -0.58765 -0.52218  -0.6408
C -0.82794 0.58913 -0.01651  -0.3610
C 1.20577 -0.65288 -0.07196  -0.1476
C -0.81364 1.61474 0.71857  0.1177
H 1.78047 -1.47418 -0.39298  0.0672
H -0.91653 2.17960 1.54306  0.0728
H -0.33266 -0.70356 -1.60568  0.1236
H 1.71211 0.41214 -0.23592  0.1509
H 1.01587 -0.82749 0.96651  0.0646

Force components x, y, z for each atom (eV/Å):
0.0253 0.4498 -0.3200
-1.6702 0.7652 -1.4644
-2.7794 -1.6897 -1.9940
1.3679 -0.3298 0.2300
2.0023 3.0929 1.0603
0.3033 -1.4079 -0.9320
0.6208 -0.7963 -0.8835
-0.1510 1.7996 2.3567
0.1278 0.2941 0.4498
-0.7579 -2.4997 0.3531
0.9112 0.3216 1.1439


Entry 6:
Below is the molecule C4H5ClO at a distorted geometry, with properties calculated with ωB97M-V/def2-TZVPD.

- Spin multiplicity: 1
- E_HOMO: -0.3668 Eh
- Charge: 0
- SMILES string: C/C(C=O)=C/Cl
- Kohn-Sham gap: 9.560 eV

Last column: Löwdin charge in e.
CARTESIAN COORDINATES (ANGSTROEM)
Cl -2.72572 -0.73583 0.01951  0.5929
O 1.43383 -1.79320 -0.09446  0.0047
C -1.39329 0.43726 -0.16391  -0.4036
C 0.97270 0.91970 0.05340  -0.0654
C 0.20059 -1.49088 0.04823  -0.1756
C -0.18029 -0.05386 0.03256  -0.3549
H -1.63910 1.41152 -0.23963  0.0404
H -0.71332 -2.18664 0.07839  0.1007
H 1.71113 0.56285 0.81121  0.0941
H 0.70782 1.99343 0.24807  0.0970
H 1.62565 0.93566 -0.79337  0.0697

Force components x, y, z for each atom (eV/Å):
-0.0948 1.0222 -0.4143
-5.0103 0.5590 0.7869
-0.0586 -4.9141 1.2544
0.8434 0.5529 1.4411
2.9443 -0.7511 -0.8675
1.4635 1.2770 -0.7176
-0.9605 2.9492 -0.3671
1.7685 0.2831 0.0428
-0.7441 0.4630 -0.0742
-0.0691 -1.1413 0.0207
-0.0824 -0.3000 -1.1050


Entry 7:
Below is the molecule C4H5ClOS2 at a distorted geometry, with properties calculated with ωB97M-V/def2-TZVPD.

- Spin multiplicity: 1
- E_HOMO: -0.3190 Eh
- Charge: 0
- SMILES string: OC/C(=C/Cl)C(=S)S
- Kohn-Sham gap: 8.209 eV

Last column: Löwdin charge in e.
CARTESIAN COORDINATES (ANGSTROEM)
Cl 3.10233 -0.61222 0.66460  0.5931
S -0.73264 -1.56597 1.65651  0.8077
S 0.15956 -2.45698 -1.04947  0.7002
O -1.87779 0.53864 0.26548  -0.1874
C 0.55319 -0.01588 -0.17434  -0.4825
C -0.63864 0.83904 -0.55359  -0.1690
C 1.86703 0.31006 -0.21373  -0.4391
C 0.14026 -1.33405 0.14573  -1.1900
H -2.68854 0.81360 -0.28741  0.1334
H -1.05807 -0.30700 2.10775  -0.0748
H -0.33053 1.95027 -0.60606  0.1414
H -0.82740 0.61834 -1.66616  0.1417
H 2.33124 1.22214 -0.28931  0.0254

Force components x, y, z for each atom (eV/Å):
-0.5689 -0.4380 -0.7012
0.2504 -0.5760 0.4361
0.2093 -0.0151 0.8671
0.4310 1.6042 -2.6811
1.5884 1.7569 0.0356
-0.7576 1.5341 -2.0091
-1.5521 -1.6262 2.0907
-1.6586 -1.8287 0.1030
2.0890 -0.5557 1.1182
0.7123 -0.5997 -0.6270
-0.7385 -1.5254 0.7645
-0.1474 -0.0626 1.5806
0.1428 2.3321 -0.9774


Entry 8:
Below is a structure of composition C4H5ClS2 at a distorted geometry, with properties calculated with ωB97M-V/def2-TZVPD.

- Spin multiplicity: 1
- E_HOMO: -0.3284 Eh
- Charge: 0
- Kohn-Sham gap: 8.194 eV

Last column: Löwdin charge in e.
CARTESIAN COORDINATES (ANGSTROEM)
Cl 3.65638 0.36049 0.09882  0.4949
S -1.94683 1.67477 -0.10100  0.5856
S -0.60274 -1.16718 -0.10887  0.8646
C 2.06781 -0.48266 -0.38095  -0.4924
C 0.93941 -0.30882 0.36672  -0.4455
C -1.95454 -0.01827 -0.15645  -1.1389
C -3.27854 -0.85581 0.20476  -0.2534
H 0.85805 0.37455 1.11600  0.0215
H -3.24579 -0.72910 1.46247  0.1250
H 2.02423 -1.29799 -1.02239  0.0288
H -4.29251 -0.41537 -0.10215  0.0605
H -3.35414 -2.18864 0.01961  0.1494

Force components x, y, z for each atom (eV/Å):
-2.2731 -1.3855 -0.8510
0.1850 -2.8479 -0.3586
0.5490 0.3957 0.2028
-0.8746 1.7069 3.6770
0.7824 -1.1076 -3.7306
-1.0593 0.7492 1.2644
-0.4586 -1.8419 2.5451
-0.2559 1.8394 2.0508
-0.2070 -0.5614 -3.4677
0.9747 -0.9327 -1.7666
1.9018 -0.4103 0.1126
0.7357 4.3960 0.3218


Entry 9:
Below is a structure of composition C4H5CoO2 at a distorted geometry, with properties calculated with ωB97M-V/def2-TZVPD.

- Spin multiplicity: 6
- E_HOMO (alpha / beta): -0.8578 / -0.8902 Eh
- Expectation value of S²: 8.77
- Charge: +3
- Kohn-Sham gap (alpha / beta): 8.778 / 6.766 eV

Last column: Löwdin charge in e.
CARTESIAN COORDINATES (ANGSTROEM)
Co 4.03706 0.13647 -1.72616  1.5273
O 2.56727 0.21447 -0.89601  -0.0774
O -1.52545 1.43770 -0.04239  0.3332
C 0.60755 -0.53209 0.07807  0.2174
C -1.79224 0.10855 0.32516  -0.0381
C 1.95581 -0.19319 0.12476  -0.0723
C -0.64687 -0.73655 -0.16915  0.0619
H -2.32773 1.95929 0.05235  0.1959
H -0.73627 -1.86955 -0.09554  0.2198
H -1.90582 -0.00319 1.41394  0.2306
H -2.70857 -0.27318 -0.15701  0.2155
H 2.47528 -0.24874 1.09197  0.1864

Force components x, y, z for each atom (eV/Å):
3.4399 0.1199 -2.1206
-2.0253 0.0993 0.5321
0.0147 -1.8131 0.4250
0.1865 1.1055 -1.0073
1.6625 0.4304 -2.6344
-1.0405 -0.4801 1.8385
0.8995 -1.9448 2.6496
-1.1616 1.2788 0.3056
-0.6913 0.7648 -0.7585
-0.4593 0.1397 0.6930
-0.7854 0.3360 0.2468
-0.0397 -0.0365 -0.1698


Entry 10:
Below is a structure of composition C4H5CuO2 at a distorted geometry, with properties calculated with ωB97M-V/def2-TZVPD.

- Spin multiplicity: 1
- E_HOMO (alpha / beta): -0.2376 / -0.2376 Eh
- Charge: 0
- Kohn-Sham gap (alpha / beta): 4.055 / 4.056 eV

Last column: Löwdin charge in e.
CARTESIAN COORDINATES (ANGSTROEM)
Cu 2.16575 -2.54933 3.05295  0.7026
O 1.24030 -0.74413 2.13800  -0.2566
O -1.67260 1.81408 -1.30776  -0.1126
C 0.67656 -0.11521 1.14951  -0.3746
C 0.54256 -0.54851 -0.13346  -0.1598
C -0.17312 0.21814 -1.17959  -0.2371
C -1.52978 0.55325 -0.93946  -0.2269
H 0.92282 -1.54314 -0.39308  0.0828
H 0.00661 -0.11142 -2.21321  0.0960
H -1.95457 0.32854 0.05107  0.1185
H -0.44820 1.83124 -1.61975  0.2495
H 0.22367 0.86650 1.39478  0.1183

Force components x, y, z for each atom (eV/Å):
-1.1151 1.9465 -1.3180
1.0837 -1.3324 1.6977
0.7286 1.5851 -1.6864
-0.5153 -0.4536 -0.8664
-0.1709 -0.2633 -0.4509
-0.1663 -2.8520 0.4066
3.9774 1.8166 2.0504
0.2170 0.2648 0.1846
0.2638 0.6554 0.0863
-1.1238 -0.6101 -0.6733
-3.5213 -0.5079 0.5144
0.3422 -0.2491 0.0550


Entry 11:
Below is a structure of composition C4H5ErO at a distorted geometry, with properties calculated with ωB97M-V/def2-TZVPD.

- Spin multiplicity: 5
- E_HOMO (alpha / beta): -0.7666 / -0.8016 Eh
- Expectation value of S²: 6.02
- Charge: +3
- Kohn-Sham gap (alpha / beta): 4.763 / 5.347 eV

Last column: Löwdin charge in e.
CARTESIAN COORDINATES (ANGSTROEM)
Er -2.94726 -0.76018 -3.13612  2.4246
O -0.93678 -0.54975 -1.90613  -0.3507
C -0.52752 0.05418 0.16657  0.0564
C 1.20363 0.90825 1.88148  0.2446
C -0.03987 -0.82737 -0.95965  -0.2881
C 0.55908 0.61030 0.77084  0.0702
H 0.72328 0.79406 2.85739  0.1528
H -1.42264 0.64690 -0.03494  0.1402
H 0.03242 -1.88561 -0.67575  0.1662
H 2.21727 1.31581 1.84227  0.1392
H 1.13841 -0.30659 -0.80597  0.2446

Force components x, y, z for each atom (eV/Å):
4.6104 0.3790 2.3682
-5.1054 -0.5359 -5.7395
2.2562 1.4487 -0.5861
0.9708 0.6115 -1.2492
1.8387 0.7816 3.5463
-2.3414 -0.3399 3.2214
-0.0661 -0.1569 -0.0519
-0.2298 -0.3468 0.8572
0.2848 0.0631 -0.1941
0.0039 -0.0477 0.2406
-2.2223 -1.8566 -2.4129


Entry 12:
Below is a cluster of 2 separate species, C4H5F in total at a distorted geometry, with properties calculated with ωB97M-V/def2-TZVPD.

- Spin multiplicity: 1
- E_HOMO: -0.2875 Eh
- Charge: 0
- Kohn-Sham gap: 6.326 eV

Last column: Löwdin charge in e.
CARTESIAN COORDINATES (ANGSTROEM)
F -0.02462 -1.27612 -1.08406  0.0602
C 0.68221 -1.09085 1.57199  0.1014
C -0.94599 1.56993 -2.14360  0.0392
C -0.06644 -0.14161 0.95517  -0.1432
C -0.32114 -0.17029 -0.45787  -0.0861
H 1.03377 -2.06663 1.27996  0.0761
H -0.23808 0.86266 -2.63563  -0.1211
H -0.49131 2.43859 -1.53323  -0.0803
H -0.50625 0.67734 1.42439  0.0750
H 0.87785 -0.80301 2.62289  0.0790

Force components x, y, z for each atom (eV/Å):
0.1659 -0.3479 0.6207
-0.9190 1.8471 1.8492
0.1401 -0.9465 1.9125
1.0320 -3.1686 -1.1706
-0.8825 2.0718 -2.0557
0.0944 0.2243 -0.7619
0.2380 1.1109 0.1255
0.1324 -1.4243 -1.0137
-0.1468 1.3011 0.9833
0.1455 -0.6678 -0.4893


Across the entries above, energy above the lowest of the compared OMol25 structures with the same formula, charge and spin takes the values 262.8; 450.9; 371.0; 245.5; 386.0; 75.6; 197.9; 273.9; 0.0; 155.0; 189.4; 684.3 kJ/mol, respectively.